Entry 1:
Below is a molecular structure, C23H55BaBr2N4O6V in a non-equilibrium geometry, with properties calculated with the ωB97M-V functional and the def2-TZVPD basis.

## Properties
HOMO in eV: -11.648
Multiplicity: 1
E_LUMO in Ha: -0.292
Net charge: +2
Kohn-Sham gap in eV: 3.695
M in g/mol: 831.8

Structure (XYZ):
```
92
Properties=species:S:1:pos:R:3:forces:R:3:mulliken_charge:R:1
O 0.40922 0.49784 4.36219 -2.1328 -1.2136 1.0398 -0.560
V -0.94318 -0.29915 4.67347 1.5313 2.7948 -3.9612 1.229
O -2.09527 0.57695 4.00258 0.9069 -1.1745 1.4407 -0.551
Ba -2.41059 -3.76487 2.56485 0.6540 1.0493 -1.1469 1.858
C -0.85436 1.39462 1.04430 0.6441 -0.1661 0.8896 -1.236
C -1.08333 -0.00856 0.48925 -0.1395 -0.0902 -0.5805 1.520
C -0.57691 -0.05462 -0.95152 0.7014 0.3678 -0.4992 -1.347
C 0.93941 -0.17046 -1.11950 -0.4391 0.5468 0.2778 -0.344
C 1.44099 -1.39841 -0.41064 -0.5259 -0.3616 -1.0839 -0.572
C 1.00862 -1.46107 1.05310 1.0944 1.1029 0.7223 0.902
N -0.41055 -1.10027 1.23978 0.7052 -0.4902 -1.4553 1.693
O -0.87940 -1.41097 2.43570 -1.9797 -1.4231 2.8409 -0.747
C 1.87461 -0.43969 1.83433 0.5018 -0.6823 -0.0149 -1.289
C 1.32254 -2.86123 1.57331 -0.5294 0.1739 0.2594 -0.832
C -2.58060 -0.34484 0.51747 0.0430 0.6210 0.3032 -1.927
H -1.58862 2.11266 0.68543 -0.1412 -0.1340 -0.0544 0.255
H 0.13794 1.76927 0.79415 -0.0743 0.0600 -0.1833 0.316
H -0.87993 1.35170 2.13661 -0.2233 0.2423 -0.1215 0.264
H -0.74993 0.90716 -1.44103 -0.9099 -0.1201 0.1241 0.605
H -1.08244 -0.84721 -1.51423 0.0214 0.0094 -0.0236 0.218
H 1.41864 0.73895 -0.74828 -0.0314 -0.0552 0.2046 -0.159
H 1.13567 -0.12683 -2.19096 0.2460 -0.4826 0.0043 0.584
H 2.51990 -1.48992 -0.54344 0.0513 -0.1100 0.4707 0.548
H 1.00281 -2.25051 -0.95607 0.0634 -0.0872 0.1678 -0.138
H 1.85570 -0.56612 2.91705 -0.4649 0.1056 -0.0725 0.426
H 1.58607 0.56297 1.54855 0.2331 0.1884 0.2177 0.194
H 2.92649 -0.62396 1.59777 -0.0591 0.2741 -0.2568 -0.101
H 1.11898 -3.60614 0.80696 0.3400 -0.0820 -0.0762 -0.098
H 0.72617 -3.10611 2.45754 0.0945 0.0757 0.0815 0.180
H 2.36231 -2.87044 1.89029 0.0817 -0.3421 -0.2063 0.146
H -2.73090 -1.42046 0.45646 -0.0292 -0.0684 0.1722 -0.199
H -3.13491 0.07962 -0.32166 0.2387 0.2362 -0.0292 0.583
H -2.97617 0.10716 1.43081 -0.3608 -0.4262 0.0228 0.362
Br 7.36612 -2.42984 0.07017 -0.0910 -0.2059 -0.0179 -0.109
C 6.79174 -3.01755 1.82624 0.3034 0.2889 0.5110 -0.649
C 5.46951 -2.38634 2.19601 -0.2646 0.3780 -0.8607 -0.302
Br 5.70290 -0.48060 2.55942 -0.1159 -0.1858 0.1967 -0.102
H 7.57375 -2.67123 2.49612 0.0028 -0.1052 0.0829 0.367
H 6.77083 -4.10297 1.86569 -0.1508 -0.0294 -0.2452 0.399
H 4.92703 -2.84212 3.01919 0.3891 -0.0284 0.2777 0.441
H 4.81807 -2.39767 1.32168 -0.0590 -0.1076 0.0553 -0.023
C -6.95254 1.54384 -2.89162 0.6403 1.4157 -0.2074 -1.546
C -6.41124 2.20326 -1.62447 -0.0771 -0.0160 -0.2116 0.918
C -5.84802 3.59428 -1.92757 0.5560 -0.5586 -0.5764 -0.704
O -5.29159 4.23946 -0.80994 -0.3498 0.5574 0.6360 -0.385
C -4.13061 3.63261 -0.32316 0.4690 -0.2938 -0.3568 -0.672
N -7.42383 2.23192 -0.57043 0.0956 0.5049 0.5118 -0.651
H -6.11508 1.45684 -3.59110 -0.0407 -0.6063 0.0746 0.378
H -7.58673 2.26391 -3.41907 -0.5687 -0.3802 0.2080 0.348
H -7.44041 0.60827 -2.65069 -0.1201 -0.0804 -0.2609 0.380
H -5.57760 1.56256 -1.31903 -0.1089 0.0002 0.4112 -0.189
H -6.63713 4.22885 -2.33181 -0.0162 0.1319 0.1650 0.351
H -5.06480 3.49972 -2.69938 -0.1292 0.0321 -0.0601 0.345
H -3.32896 3.68075 -1.07730 -0.0868 -0.2464 -0.0519 0.325
H -4.33316 2.59047 -0.05513 0.2606 -0.0736 0.0647 0.192
H -3.72717 4.13709 0.55304 -0.4792 0.2846 0.0630 0.362
H -7.01263 2.67670 0.25190 0.1904 -0.3456 0.0102 0.287
H -8.11521 2.94980 -0.79564 -0.1711 -0.3734 -0.3985 0.283
C -0.77881 -4.81200 -1.93860 -0.0603 0.7548 -0.7350 -1.654
C -1.46402 -4.23622 -0.69304 0.0472 -0.9973 -1.2415 1.833
C -2.96179 -4.28512 -0.92363 0.5798 -0.1204 -0.2277 -1.290
O -3.59732 -3.53564 0.11590 -0.0056 -0.6190 0.2121 -0.189
C -4.92345 -3.12767 -0.21369 -0.9282 0.1218 0.3204 -0.977
N -1.08636 -5.10913 0.48139 -0.1893 1.0713 -0.1960 -0.472
H -1.03008 -4.23487 -2.83558 -0.1886 0.0555 0.1636 0.407
H -1.10169 -5.83144 -2.15928 0.1896 -0.0934 0.2359 0.486
H 0.30890 -4.72847 -1.90781 -0.0031 -0.3396 0.3593 0.426
H -1.15632 -3.19221 -0.58159 0.1314 -0.1235 0.5598 -0.816
H -3.25366 -5.34390 -0.98225 -0.4269 0.1367 0.4564 0.446
H -3.21681 -3.88140 -1.90526 0.0561 0.3522 0.1240 0.454
H -5.55294 -3.98303 -0.46709 0.1370 -0.0571 -0.0538 0.375
H -4.97495 -2.39548 -1.02090 0.4071 -0.0835 -0.0795 0.328
H -5.35879 -2.65408 0.66861 0.0995 0.0008 0.0024 0.307
H -1.23785 -6.06497 0.16078 -0.0720 -0.0200 0.1984 0.319
H -0.07340 -5.00968 0.50533 0.0102 -0.2891 0.3856 0.241
C 6.60172 4.22935 0.76029 -0.0701 0.3304 -0.1789 -1.191
C 6.20737 4.25123 -0.70005 0.1890 -0.3154 -1.1636 0.510
C 4.70572 4.37746 -0.94959 -0.1746 0.1195 -0.1284 -0.742
O 3.88330 3.54585 -0.14627 -0.4944 -0.0671 0.2811 -0.412
C 4.12623 2.18913 -0.36134 0.6142 -0.9259 0.0378 0.136
N 6.94287 5.26142 -1.47794 -0.0975 -0.0889 0.5816 -0.628
H 7.67778 4.08470 0.82447 0.0032 -0.0573 0.1295 0.345
H 6.07093 3.44259 1.29389 0.0624 0.0035 0.1097 0.268
H 6.35896 5.19121 1.21743 0.0024 -0.0406 0.0933 0.302
H 6.50132 3.31690 -1.19485 0.0783 -0.1907 0.4794 0.260
H 4.49316 4.14283 -2.00264 0.1393 0.1181 -0.0268 0.362
H 4.37884 5.40500 -0.77208 -0.0423 -0.0490 0.1612 0.393
H 4.98386 1.83222 0.22508 0.2377 0.1225 -0.3168 0.164
H 4.28500 1.95678 -1.42353 0.1355 0.1103 0.0253 0.331
H 3.33548 1.50786 -0.02881 -0.4883 0.7068 0.1173 -0.638
H 6.44156 6.13306 -1.57990 0.0334 0.0270 -0.0627 0.234
H 7.23299 4.90868 -2.37516 -0.1020 0.1509 -0.1173 0.255
```
Forces are in eV/Å.

Entry 2:
Below is 9 unconnected molecules or ions with the total composition C23H55N2O19S in a non-equilibrium geometry, with properties calculated with the ωB97M-V functional and the def2-TZVPD basis.

## Properties
HOMO in eV: -11.457
Multiplicity: 1
E_LUMO in Ha: -0.202
Net charge: +1
Kohn-Sham gap in eV: 5.960
M in g/mol: 695.8

Structure (XYZ):
```
100
Properties=species:S:1:pos:R:3:forces:R:3:mulliken_charge:R:1
N -3.71490 1.94303 3.15690 0.3674 -1.7914 -12.1743 -0.458
C -3.66733 1.75343 1.85769 -0.1184 1.4111 7.8710 0.571
O -3.44749 1.51692 0.39194 -0.4437 1.0001 4.6010 -0.250
N -2.21144 0.92364 0.35948 5.1940 -3.3012 -0.1286 0.456
C -2.18778 -0.54205 0.79738 3.9383 -0.8047 -0.1899 -0.360
C -0.79598 -1.41390 0.87337 0.2546 4.5727 -1.5829 -0.328
C 0.58687 -0.65542 0.40610 -4.0136 2.7500 0.1099 -0.278
C 0.47886 0.92444 -0.05421 -3.3205 -2.3176 1.1560 -0.306
C -0.96257 1.71689 -0.04633 1.7647 -2.6668 0.1724 0.372
C -1.10423 3.32954 -0.45965 -1.7261 -1.2878 1.6008 -0.420
S 0.56251 4.20143 -0.60324 3.1942 5.6509 4.3079 0.806
O 1.51875 3.91557 0.61055 -3.6147 -0.6800 -4.4852 -0.531
O 0.41069 5.77112 -0.64098 -0.5886 -6.0224 -0.9318 -0.571
H -3.18288 -1.10213 1.13647 2.1420 1.9147 -0.9689 0.395
H -0.71178 -2.54132 1.22595 -0.5880 2.7084 -0.8012 0.377
H 1.63746 -1.17289 0.40934 -2.3838 0.9496 0.0129 0.359
H 1.47073 1.46161 -0.38481 -2.4105 -0.9451 0.8491 0.206
H -1.81026 3.50747 -1.37580 1.6742 -0.5313 1.3467 0.373
H -1.64469 3.83160 0.47860 1.4584 -0.7259 -1.9046 0.326
H 1.13898 3.77676 -1.83977 -0.8338 0.1317 1.2439 0.179
C 0.70840 5.71557 4.47417 -0.2343 0.4720 0.0089 -0.348
C -0.50186 5.36385 3.61696 0.3477 0.0658 -0.0408 -0.184
O -0.57522 6.26872 2.51487 0.0958 -0.1761 -0.3152 -0.564
O 0.60516 7.06440 4.92493 -0.4057 -0.0498 -0.3304 -0.525
H 0.77900 5.05947 5.34562 -0.0170 0.1154 -0.0420 0.334
H 1.63079 5.63600 3.89076 0.0174 -0.3443 -0.1308 0.227
H -1.42557 5.48046 4.19158 0.1447 0.0283 -0.0883 0.261
H -0.44282 4.34008 3.23686 0.0517 -0.1815 0.1984 0.125
H 0.16576 6.06207 1.91830 -0.2912 0.2185 0.1776 0.314
H 0.21198 7.56522 4.18270 0.3094 -0.2652 0.4466 0.345
C 1.32538 -4.44209 -1.37231 -0.1444 -0.0975 -0.1402 -0.217
C 0.11512 -4.79381 -2.22952 0.3927 -0.0248 -0.2089 -0.440
O 0.04176 -3.88894 -3.33161 0.2388 0.1115 -0.0237 -0.513
O 1.22213 -3.09326 -0.92155 -0.4415 0.4522 -0.0745 -0.437
H 1.39598 -5.09819 -0.50086 -0.0024 0.0888 -0.0422 0.063
H 2.24777 -4.52166 -1.95572 -0.0291 -0.2828 -0.0722 0.279
H -0.80860 -4.67719 -1.65490 0.1071 0.0120 -0.0948 0.248
H 0.17416 -5.81758 -2.60962 0.0226 -0.0485 0.2532 0.348
H 0.78274 -4.09558 -3.92818 -0.3371 0.0426 0.0379 0.308
H 0.82896 -2.59244 -1.66378 0.2529 -0.3914 0.2279 0.387
C 2.63388 -3.64299 -7.12459 -0.1716 0.1537 0.2043 -0.420
C 1.75609 -2.42954 -7.40790 0.3564 -0.0518 -0.0977 -0.302
O 2.22201 -1.32272 -6.63547 0.2616 0.1389 0.0104 -0.579
O 2.60695 -3.94350 -5.73097 -0.3980 0.3710 0.4267 -0.513
H 2.28698 -4.51913 -7.67860 0.0388 0.0642 0.1349 0.334
H 3.67442 -3.43803 -7.39433 -0.0319 0.0563 -0.2964 0.286
H 0.72355 -2.62359 -7.10254 0.1561 0.0455 0.0173 0.297
H 1.77189 -2.15914 -8.46748 -0.0430 -0.2056 -0.0878 0.210
H 3.07853 -1.04769 -7.00747 -0.3729 -0.0753 0.1559 0.330
H 2.58539 -3.08051 -5.27152 0.1914 -0.4208 -0.3785 0.323
C 2.49797 1.33100 -9.07648 0.0833 -0.2159 -0.3968 -0.049
C 1.40751 1.55866 -10.11681 -0.0184 -0.1359 0.3297 -0.463
O 0.95631 0.29604 -10.60770 -0.1472 -0.2292 0.2519 -0.531
O 3.57182 0.59343 -9.65615 -0.2315 -0.1906 -0.2481 -0.541
H 2.88817 2.27993 -8.69945 0.0437 -0.0954 -0.0711 0.333
H 2.11391 0.74329 -8.23708 -0.3261 0.2192 0.1433 0.055
H 1.80366 2.11398 -10.97222 -0.0543 -0.1533 0.1112 0.286
H 0.55777 2.10457 -9.69729 0.1129 0.1789 0.0626 0.258
H 0.46557 -0.13808 -9.88772 0.2211 0.2091 -0.4226 0.302
H 3.15661 -0.05232 -10.26190 0.2525 0.3875 0.3282 0.369
C -0.83442 -0.72648 5.58639 0.2658 0.4116 -0.0413 -0.361
C -1.32317 0.46514 6.40150 -0.1964 -0.2516 -0.1057 -0.235
O -1.79858 1.47753 5.51390 -0.2417 -0.0810 -0.2973 -0.440
O 0.19192 -0.30908 4.68883 -0.0798 0.4121 -0.1432 -0.488
H -0.43521 -1.51100 6.23449 0.0190 0.0888 -0.1238 0.346
H -1.64765 -1.14063 4.98254 -0.2974 -0.1256 0.2075 0.214
H -0.49979 0.90064 6.97545 -0.1167 -0.0586 -0.1320 0.254
H -2.12753 0.18237 7.08640 0.1293 -0.1650 0.1012 0.126
H -2.62355 1.15041 5.11382 0.3826 0.2964 0.2388 0.297
H -0.06906 0.58107 4.37926 0.1313 -0.5044 0.2741 0.312
C -1.27958 3.90201 -4.44905 0.0522 -0.2999 -0.1539 -0.276
C -0.15490 3.39300 -5.34305 -0.3336 0.2158 -0.2595 -0.465
O -0.66364 2.37193 -6.20175 -0.2248 0.1145 -0.0738 -0.570
O -1.82268 2.82130 -3.69387 0.2855 -0.4295 0.0697 -0.446
H -0.91800 4.66646 -3.75640 -0.0603 -0.0104 -0.0076 0.289
H -2.09196 4.32027 -5.05120 0.1695 0.2506 -0.1028 0.279
H 0.63905 2.94140 -4.74077 -0.0983 -0.0264 -0.1184 0.190
H 0.26989 4.19538 -5.95280 0.0566 0.1130 0.2278 0.381
H -1.25787 2.79987 -6.84317 0.3052 -0.2718 0.2664 0.334
H -1.81584 2.04724 -4.29144 -0.0858 0.4244 0.2857 0.323
C -2.09208 0.31009 11.33067 0.1681 -0.2301 -0.4272 -0.254
C -3.18254 0.53776 10.29033 -0.0451 -0.0980 0.4334 -0.395
O -3.63374 -0.72487 9.79945 -0.1852 -0.2436 0.1320 -0.526
O -1.01823 -0.42748 10.75099 -0.2680 -0.0544 -0.4429 -0.513
H -1.70188 1.25903 11.70769 0.0214 -0.1231 -0.0570 0.307
H -2.47614 -0.27762 12.17007 -0.2642 0.1868 0.1404 0.254
H -2.78640 1.09308 9.43492 -0.0385 -0.1193 0.1077 0.153
H -4.03228 1.08366 10.70985 0.1288 0.1737 0.0381 0.347
H -4.12449 -1.15899 10.51942 0.2501 0.1824 -0.4296 0.310
H -1.43344 -1.07322 10.14524 0.2457 0.3445 0.4606 0.330
C 1.39028 -6.05648 3.70411 -0.1522 0.1222 -0.3537 -0.336
C 0.91879 -7.14095 2.74242 0.3236 -0.0044 0.2573 -0.511
O 1.57978 -6.97518 1.48768 0.3512 0.0356 -0.1170 -0.490
O 1.12241 -4.77020 3.15011 -0.2300 -0.0301 -0.5294 -0.476
H 0.88140 -6.13546 4.66832 0.0405 0.0800 -0.1180 0.321
H 2.47080 -6.12488 3.86317 0.0392 -0.2923 0.1349 0.269
H -0.15517 -7.04725 2.55565 0.1777 0.0099 -0.0190 0.260
H 1.12952 -8.14203 3.12907 -0.1317 0.0572 0.1620 0.343
H 2.51563 -7.20935 1.61809 -0.4799 0.0978 -0.1365 0.310
H 1.28679 -4.85300 2.18968 0.0394 -0.0082 0.6237 0.325
```
Forces are in eV/Å.